DFT (ωB97M-V/def2-TZVPD) results for 2 unconnected molecules or ions with the total composition C4H6P2 at a distorted geometry.

Positions of all 12 atoms, in Å:
C: 0.157 1.537 -1.605
C: 0.752 -1.241 0.581
H: 0.865 0.802 -1.351
C: -0.453 1.949 -0.369
C: -0.372 -1.745 1.377
H: 0.323 2.335 -2.162
H: -0.324 -2.789 1.325
P: -0.867 2.434 1.088
H: -0.241 -1.556 2.488
H: -0.585 0.994 -2.210
P: 2.082 -1.201 -0.175
H: -1.336 -1.520 1.013

Its expectation value of S² is 2.01. For the total energy, the calculation gives -838.44796 Ha. As for the spin multiplicity: 3. The value obtained for the HOMO energy (spin up / spin down) is -0.212 / -0.342 Ha.



DFT (ωB97M-V/def2-TZVPD) results for C4H6S in the gas phase at a distorted geometry.

Positions of all 11 atoms, in Å:
H: 0.344 -0.906 2.269
H: -0.937 2.212 -1.194
C: -0.873 -0.504 0.234
H: -1.597 0.118 0.536
C: 1.189 0.043 0.534
S: -0.015 1.459 -1.898
C: 0.187 0.041 -0.755
H: 0.621 -0.844 -1.329
H: 2.167 0.334 0.548
C: 0.246 -0.518 1.288
H: -1.334 -1.435 -0.233

For the total energy, the calculation gives -554.10567 Ha. As for the structure (SMILES): S[C@H]1C=CC1. The value obtained for the HOMO energy is -0.328 Ha.



DFT (ωB97M-V/def2-TZVPD) results for C4H6S in the gas phase at a distorted geometry.

Positions of all 11 atoms, in Å:
S: 1.409 -2.626 0.006
C: -0.415 1.954 -0.539
H: 1.298 0.314 0.896
C: -0.556 1.005 0.390
H: 0.427 -3.478 -0.265
C: 0.240 -1.277 0.111
H: 0.417 1.974 -1.187
H: -0.694 -1.594 -0.337
C: 0.433 -0.052 0.445
H: -1.046 2.850 -0.555
H: -1.514 0.928 1.035

For the total energy, the calculation gives -554.12652 Ha. As for the structure (SMILES): C=C/C=C/S. The value obtained for the HOMO energy is -0.318 Ha.



DFT (ωB97M-V/def2-TZVPD) results for 2 unconnected molecules or ions with the total composition C4H6S at a distorted geometry.

Positions of all 11 atoms, in Å:
H: -2.014 3.077 -0.895
H: 1.634 0.081 -1.293
C: 0.615 -0.567 1.105
H: 0.167 0.259 0.681
S: 2.223 -1.159 -1.001
C: -1.954 2.018 -0.809
H: -2.321 -0.171 -0.784
C: 1.470 -1.414 0.557
C: -2.086 0.836 -0.919
H: 0.422 -0.751 2.200
H: 1.843 -2.211 1.158

For the total energy, the calculation gives -554.07053 Ha. As for the structure (SMILES): C=CS.C#C. The value obtained for the HOMO energy is -0.316 Ha.



DFT (ωB97M-V/def2-TZVPD) results for 2 unconnected molecules or ions with the total composition C4H6S.

Positions of all 11 atoms, in Å:
C: 2.314 1.552 -0.238
H: 4.173 1.679 -1.516
S: -2.915 0.728 0.465
C: -0.750 -0.420 -0.393
H: -1.289 -0.952 -1.179
H: -0.929 -1.072 0.480
C: 3.304 1.683 -0.890
C: -1.354 0.907 -0.063
H: 1.452 1.446 0.360
H: 0.278 -0.355 -0.712
H: -3.084 -0.510 -0.087

For the total energy, the calculation gives -554.00258 Ha. The value obtained for the HOMO energy is -0.327 Ha.



DFT (ωB97M-V/def2-TZVPD) results for C4H6S2 in the gas phase at a distorted geometry.

Positions of all 12 atoms, in Å:
H: -0.530 -0.649 2.028
C: -1.718 0.197 -0.779
C: -0.308 -0.987 1.002
H: 0.741 -1.288 0.882
S: 3.242 1.804 -0.780
C: 2.022 0.877 -0.399
C: -0.619 0.125 0.020
H: -0.944 -1.842 0.735
H: 1.995 -0.185 -0.474
H: -1.903 0.966 -1.534
H: -2.458 -0.596 -0.747
S: 0.481 1.576 0.045

For the total energy, the calculation gives -952.33693 Ha. As for the structure (SMILES): C=C(C)SC=S. The value obtained for the HOMO energy is -0.320 Ha.



DFT (ωB97M-V/def2-TZVPD) results for 2 unconnected molecules or ions with the total composition C4H6S2 at a distorted geometry.

Positions of all 12 atoms, in Å:
H: 2.287 -1.395 0.391
H: -0.071 1.769 -0.584
S: -4.607 -1.616 0.347
C: 0.227 1.325 0.264
C: -3.895 -0.447 -0.353
H: 1.621 -1.150 -1.395
H: 2.376 0.215 -0.495
C: 1.771 -0.619 -0.354
C: 0.395 -0.177 0.112
S: -0.951 -1.098 0.331
H: -0.452 1.519 1.101
H: 1.300 1.674 0.635

For the total energy, the calculation gives -952.25279 Ha. The value obtained for the HOMO energy is -0.308 Ha.



DFT (ωB97M-V/def2-TZVPD) results for C4H6S2 in the gas phase at a distorted geometry.

Positions of all 12 atoms, in Å:
H: -0.655 -0.866 -1.472
S: -1.936 -2.233 0.082
H: 0.841 1.336 -0.951
H: 0.529 2.084 0.717
S: -3.350 1.040 0.117
H: 1.776 0.727 0.365
C: -0.467 0.196 0.507
C: 0.765 1.140 0.140
H: -0.495 -0.197 1.580
H: -0.875 -2.906 -0.234
C: -1.833 0.474 0.032
C: -1.131 -0.725 -0.446

For the total energy, the calculation gives -952.29345 Ha. As for the structure (SMILES): C[C@H]1C(=S)[C@@H]1S. The value obtained for the HOMO energy is -0.313 Ha.



DFT (ωB97M-V/def2-TZVPD) results for C4H6S3 in the gas phase at a distorted geometry.

Positions of all 13 atoms, in Å:
H: 1.168 0.799 1.574
C: 0.974 0.774 0.500
H: -0.739 -1.495 -1.578
S: -1.592 -2.208 0.565
C: -0.420 1.177 0.172
H: 3.249 1.413 0.275
S: 2.162 1.959 -0.268
C: -0.724 -1.095 -0.570
C: -1.218 0.283 -0.388
H: -2.247 0.478 -0.643
H: -1.105 -3.343 0.068
H: -0.719 2.191 0.382
S: 1.210 -0.932 -0.091

For the total energy, the calculation gives -1350.54038 Ha. As for the structure (SMILES): S[C@H]1C=C[C@H](S)S1. The value obtained for the HOMO energy is -0.315 Ha.



DFT (ωB97M-V/def2-TZVPD) results for C4H6S4 in the gas phase at a distorted geometry.

Positions of all 14 atoms, in Å:
S: -1.381 1.916 -0.943
H: -1.649 -1.761 -1.159
C: -0.949 -0.303 0.729
H: 2.887 0.904 -0.981
S: -1.667 -1.887 0.245
H: -1.112 -0.285 1.840
C: 2.855 -0.206 -0.984
S: 1.173 -0.870 -0.896
H: -2.882 0.764 0.454
S: 1.389 0.867 1.543
H: 3.332 -0.612 -1.873
H: 3.394 -0.478 -0.092
C: -1.830 0.795 0.156
C: 0.557 -0.110 0.536

For the total energy, the calculation gives -1748.71672 Ha. As for the structure (SMILES): CSC(=S)[C@H](S)C=S. The value obtained for the HOMO energy is -0.323 Ha.



DFT (ωB97M-V/def2-TZVPD) results for C4H6Si in the gas phase at a distorted geometry.

Positions of all 11 atoms, in Å:
H: 2.899 0.875 -0.810
C: -0.499 -0.874 -0.136
Si: 1.776 0.600 -0.031
C: -2.449 0.773 0.057
C: -1.306 0.346 -0.237
H: 2.129 1.292 1.164
H: -3.390 0.690 0.365
C: 0.834 -1.059 0.074
H: -1.197 -1.683 -0.156
H: 1.062 -2.164 0.067
H: 0.142 1.204 -0.357

For the total energy, the calculation gives -445.29675 Ha. As for the structure (SMILES): C#C/C=C\[SiH3]. The value obtained for the HOMO energy (spin up / spin down) is -0.322 / -0.322 Ha.



DFT (ωB97M-V/def2-TZVPD) results for C4H6Si in the gas phase at a distorted geometry.

Positions of all 11 atoms, in Å:
C: 1.367 0.041 -0.303
H: 2.439 0.010 -0.511
C: -1.270 0.150 0.097
Si: 0.064 0.937 -1.024
H: -0.383 0.612 -2.375
H: 1.310 -1.331 1.710
C: -0.695 -0.783 0.974
C: 0.688 -0.881 0.967
H: -2.404 0.362 0.088
H: 0.309 2.361 -0.992
H: -1.425 -1.478 1.367

For the total energy, the calculation gives -445.35799 Ha. As for the structure (SMILES): C1=C[SiH2]C=C1. The value obtained for the HOMO energy (spin up / spin down) is -0.297 / -0.312 Ha.